(1)
Here is the ion C10H15N2O with charge +1 at a distorted geometry from the OMol25 dataset. Energies are from ωB97M-V with the def2-TZVPD basis set.

Geometry as ORCA input:
```
! RIJCOSX wB97M-V def2-TZVPD def2/J DEFGRID3
* xyz 1 1
N 2.19 -0.58 1.13
C 1.33 -0.20 -0.02
N 1.98 -0.87 -1.30
C -0.29 -0.57 0.06
C -0.80 -1.77 -0.30
C -2.27 -1.96 -0.25
C -3.08 -0.87 0.28
C -2.45 0.21 0.82
C -1.02 0.47 0.70
C -0.57 1.74 0.95
C 0.71 2.30 0.60
C 1.44 1.25 -0.42
O 0.88 1.34 -1.66
H 1.94 -1.22 1.83
H 2.93 0.16 1.37
H 1.30 -1.50 -1.87
H 2.80 -1.45 -0.97
H 2.23 -0.12 -1.83
H -0.17 -2.52 -0.58
H -2.35 -2.90 0.21
H -2.65 -2.33 -1.20
H -4.19 -0.92 0.23
H -3.01 1.03 1.32
H -1.21 2.45 1.53
H 0.55 3.31 0.00
H 1.38 2.49 1.43
H 2.45 1.55 -0.56
H -0.04 1.47 -1.51
*
```

HOMO level in hartree: -0.4173
DFT total energy in Eh: -574.47691
E_LUMO in hartree: -0.1112

---

(2)
Here is an isolated molecule of C10H15N3O2 at a distorted geometry from the OMol25 dataset. Energies are from ωB97M-V with the def2-TZVPD basis set.

Geometry as ORCA input:
```
! RIJCOSX wB97M-V def2-TZVPD def2/J DEFGRID3
* xyz 0 1
C -3.10 1.51 0.72
C -2.52 0.09 0.81
C -1.42 -0.15 -0.26
N -1.52 0.60 -1.42
N -0.51 1.27 -1.68
N 0.44 1.31 -0.67
C 1.78 1.58 -0.96
C 2.45 0.21 -1.36
C 2.39 -0.69 -0.11
C 0.94 -0.89 0.29
C 0.84 -1.80 1.47
O 0.23 -1.68 -0.82
C -1.03 -1.56 -0.72
O -1.83 -2.35 -1.16
C 0.12 0.38 0.37
H -2.27 2.25 0.64
H -3.86 1.60 1.51
H -3.55 1.78 -0.28
H -3.33 -0.56 0.53
H -2.20 -0.20 1.79
H 2.27 1.86 -0.05
H 1.91 2.27 -1.72
H 3.39 0.43 -1.70
H 2.03 -0.21 -2.25
H 2.86 -1.61 -0.37
H 2.87 -0.20 0.77
H 1.38 -1.39 2.38
H 1.22 -2.72 1.22
H -0.23 -1.96 1.73
H 0.24 0.83 1.28
*
```

HOMO level in hartree: -0.3279
DFT total energy in Eh: -704.71242
E_LUMO in hartree: 0.0212

---

(3)
Here is a cluster of 2 separate species, C10H15N3O2 in total at a distorted geometry from the OMol25 dataset. Energies are from ωB97M-V with the def2-TZVPD basis set.

Geometry as ORCA input:
```
! RIJCOSX wB97M-V def2-TZVPD def2/J DEFGRID3
* xyz 0 1
O 0.67 -2.25 -3.56
N 0.56 -2.14 -2.31
O -0.04 -3.00 -1.62
C 1.06 -1.04 -1.60
C 0.64 -0.87 -0.29
C 1.19 0.17 0.57
C 1.25 -0.01 1.98
C 1.66 1.03 2.81
C 2.06 2.26 2.26
C 2.08 2.42 0.87
C 1.68 1.38 0.02
H 1.77 -0.39 -2.10
H 0.21 -1.74 0.21
H 0.98 -0.99 2.39
H 1.68 0.88 3.89
H 2.37 3.08 2.91
H 2.42 3.36 0.42
H 1.74 1.48 -1.06
C -2.45 -1.24 -1.31
N -1.51 -0.41 -0.52
C -2.01 -0.23 0.85
N -1.52 0.88 -1.14
H -2.50 -2.25 -0.89
H -3.44 -0.75 -1.28
H -2.11 -1.28 -2.35
H -2.03 -1.20 1.36
H -1.36 0.46 1.41
H -3.03 0.19 0.80
H -0.87 1.47 -0.62
H -1.17 0.74 -2.09
*
```

HOMO level in hartree: -0.2988
DFT total energy in Eh: -704.61297
E_LUMO in hartree: -0.0208

---

(4)
Here is an isolated molecule of C10H15N3O5 at a distorted geometry from the OMol25 dataset. Energies are from ωB97M-V with the def2-TZVPD basis set.

Geometry as ORCA input:
```
! RIJCOSX wB97M-V def2-TZVPD def2/J DEFGRID3
* xyz 0 1
N 1.12 3.57 -2.69
C 1.81 2.84 -1.56
C 2.71 1.78 -2.21
O 3.63 2.35 -3.18
C 0.86 2.10 -0.66
O -0.21 1.74 -1.30
N 1.11 1.73 0.63
N 0.39 0.77 1.34
C 0.87 -0.65 1.03
C -0.32 -1.47 1.01
C -1.27 -1.22 0.05
C -2.53 -1.85 0.11
C -2.86 -2.72 1.00
O -4.15 -3.29 1.04
C -1.93 -3.04 2.00
O -2.24 -3.89 2.98
C -0.78 -2.35 2.04
O 0.03 -2.40 3.17
H 0.74 4.49 -2.28
H 0.33 3.04 -3.16
H 2.42 3.64 -1.00
H 3.26 1.32 -1.41
H 2.07 1.01 -2.78
H 3.21 3.14 -3.61
H 1.95 2.10 1.16
H -0.59 0.85 1.18
H 1.38 -0.57 0.01
H 1.62 -1.03 1.84
H -1.22 -0.41 -0.78
H -3.38 -1.71 -0.61
H -4.68 -3.09 0.19
H -2.78 -4.61 2.53
H -0.57 -2.17 3.92
*
```

HOMO level in hartree: -0.3173
DFT total energy in Eh: -930.42468
E_LUMO in hartree: 0.0180

---

(5)
Here is a structure of composition C10H15N3Si at a distorted geometry from the OMol25 dataset. Energies are from ωB97M-V with the def2-TZVPD basis set.

Geometry as ORCA input:
```
! RIJCOSX wB97M-V def2-TZVPD def2/J DEFGRID3
* xyz 0 1
C 4.20 -2.31 -0.88
C -2.94 3.44 0.60
C -2.57 3.17 -0.68
C -2.50 2.57 1.62
C -1.96 1.96 -0.99
C -1.73 1.44 1.31
C -1.46 1.07 -0.04
C 3.62 -1.65 0.28
C 2.12 -1.55 0.09
C 1.41 -0.16 -0.15
N 4.54 -2.93 -1.76
N -0.43 -1.18 -1.80
N -1.42 -2.18 0.93
Si -0.50 -0.50 -0.30
H -3.43 4.41 0.73
H -2.95 3.87 -1.49
H -2.91 2.78 2.64
H -1.79 1.62 -2.03
H -1.37 0.79 2.08
H 3.84 -2.29 1.14
H 4.06 -0.65 0.45
H 1.70 -2.02 0.96
H 1.91 -2.41 -0.67
H 1.88 0.55 0.58
H 1.50 0.33 -1.22
H 0.42 -1.47 -2.22
H -1.18 -1.94 -1.89
H -1.25 -1.82 1.83
H -0.82 -2.95 0.87
*
```

HOMO level in hartree: -0.3404
DFT total energy in Eh: -843.77495
E_LUMO in hartree: 0.0163

---

(6)
Here is a structure of composition C10H15N4O13V at a distorted geometry from the OMol25 dataset. Energies are from ωB97M-V with the def2-TZVPD basis set.

Geometry as ORCA input:
```
! RIJCOSX wB97M-V def2-TZVPD def2/J DEFGRID3
* xyz -3 2
O -0.33 0.23 0.78
V -0.18 0.94 -0.61
O 0.90 0.22 -1.46
N 1.01 4.09 -0.83
O 0.91 2.87 -0.72
O 0.68 4.72 -1.80
O 1.48 4.71 0.10
O -2.09 1.87 -1.55
C -2.91 2.58 -0.59
C -3.16 4.20 -0.78
O -2.53 4.88 -1.85
H -2.30 2.46 0.30
H -3.84 2.06 -0.34
H -3.06 4.69 0.18
H -4.22 4.43 -0.95
C -3.75 -1.49 -2.24
N -2.27 -1.32 -2.56
O -1.95 -1.39 -3.73
O -1.53 -1.23 -1.59
H -4.10 -0.71 -1.58
H -3.78 -2.49 -1.80
H -4.19 -1.47 -3.24
C 0.08 -3.79 -0.16
N -0.55 -3.26 1.05
O 0.08 -2.39 1.62
O -1.58 -3.74 1.50
H 1.16 -3.66 -0.07
H -0.22 -3.15 -0.99
H -0.28 -4.81 -0.29
C 3.00 1.08 1.20
C 3.86 0.23 0.56
C 4.01 -1.03 1.05
C 3.08 -1.53 2.04
C 2.24 -0.64 2.67
C 2.21 0.69 2.25
N 3.05 -2.98 2.34
O 2.42 -3.37 3.30
O 3.61 -3.76 1.60
H 2.86 2.10 0.87
H 4.40 0.55 -0.32
H 4.69 -1.71 0.57
H 1.68 -1.02 3.50
H 1.41 1.34 2.56
*
```

HOMO level (alpha / beta) in hartree: 0.1116 / 0.0940
DFT total energy in Eh: -2530.57985
E_LUMO (alpha / beta) in hartree: 0.2251 / 0.2249

---

(7)
Here is a structure of composition C10H15N5 at a distorted geometry from the OMol25 dataset. Energies are from ωB97M-V with the def2-TZVPD basis set.

Geometry as ORCA input:
```
! RIJCOSX wB97M-V def2-TZVPD def2/J DEFGRID3
* xyz 0 1
C -0.92 0.22 0.03
C -0.15 -1.07 -0.02
C -0.16 1.45 0.44
C 0.78 -1.50 1.05
C 0.93 1.79 -0.59
C 2.25 -1.35 0.63
C 1.98 0.70 -0.89
C 2.67 0.09 0.34
C -3.46 -0.82 0.64
C -2.41 0.07 0.08
N -1.69 0.20 -1.21
N -1.21 -0.93 -1.88
N -0.36 -1.68 -1.12
N -3.32 1.14 0.46
N -4.26 0.18 0.87
H -0.84 2.30 0.52
H 0.28 1.28 1.43
H 0.59 -0.92 1.95
H 0.59 -2.55 1.27
H 0.44 2.03 -1.53
H 1.45 2.69 -0.24
H 2.87 -1.75 1.44
H 2.42 -1.97 -0.26
H 1.52 -0.09 -1.48
H 2.73 1.16 -1.54
H 2.50 0.71 1.22
H 3.75 0.08 0.16
H -3.54 -1.85 0.90
H -1.86 -1.45 -2.46
H -3.62 1.84 -0.21
*
```

HOMO level in hartree: -0.2965
DFT total energy in Eh: -663.65999
E_LUMO in hartree: 0.0344

---

(8)
Here is a cluster of 2 separate species, C10H15NO in total at a distorted geometry from the OMol25 dataset. Energies are from ωB97M-V with the def2-TZVPD basis set.

Geometry as ORCA input:
```
! RIJCOSX wB97M-V def2-TZVPD def2/J DEFGRID3
* xyz 0 1
C 2.59 -0.44 -1.64
C 1.22 0.12 -1.89
C 0.14 -0.24 -1.10
C -1.12 0.19 -1.56
C -1.29 1.07 -2.60
C -0.16 1.60 -3.23
C 1.08 1.07 -2.91
H 3.34 0.32 -1.43
H 2.87 -1.11 -2.46
H 2.61 -1.04 -0.72
H 0.16 -0.89 -0.25
H -2.01 -0.22 -1.11
H -2.21 1.56 -2.92
H -0.18 2.15 -4.17
H 1.94 1.09 -3.58
C -2.16 0.13 2.27
C -1.14 -1.00 2.32
C 0.23 -0.45 2.56
N 0.91 -0.81 3.76
O 0.87 0.01 1.64
H -3.13 -0.30 2.01
H -2.09 0.70 1.33
H -2.36 0.72 3.15
H -1.51 -1.73 3.03
H -1.12 -1.54 1.38
H 1.90 -0.75 3.59
H 0.62 -0.20 4.52
*
```

HOMO level in hartree: -0.3198
DFT total energy in Eh: -520.01194
E_LUMO in hartree: 0.0291

---

(9)
Here is a cluster of 2 separate species, C10H15NO2 in total at a distorted geometry from the OMol25 dataset. Energies are from ωB97M-V with the def2-TZVPD basis set.

Geometry as ORCA input:
```
! RIJCOSX wB97M-V def2-TZVPD def2/J DEFGRID3
* xyz -1 2
C -0.17 0.04 -2.13
C 1.08 -0.18 -3.02
C -0.17 1.48 -1.72
O 0.65 2.09 -1.08
N -1.26 2.20 -2.22
H -1.08 -0.23 -2.67
H -0.09 -0.64 -1.28
H 0.92 0.25 -4.00
H 1.34 -1.23 -2.96
H -1.37 3.19 -2.11
H -1.95 1.75 -2.79
H 1.92 0.29 -2.50
C -0.94 1.36 3.04
C -1.16 -1.03 2.06
C -0.39 0.05 2.53
C -0.75 -1.86 0.97
C 0.96 0.02 2.22
C 0.63 -1.90 0.75
C 1.49 -1.06 1.46
O 1.07 -2.88 -0.13
H -2.24 -1.00 2.23
H -1.42 -2.38 0.31
H -1.43 1.29 4.02
H -1.76 1.65 2.38
H 1.67 0.84 2.28
H 2.56 -1.20 1.34
H 2.01 -2.97 -0.06
H -0.12 2.07 3.09
*
```

HOMO level (alpha / beta) in hartree: 0.0226 / -0.1221
DFT total energy in Eh: -595.23354
E_LUMO (alpha / beta) in hartree: 0.1235 / 0.1223

---

(10)
Here is a cluster of 2 separate species, C10H15NO2 in total at a distorted geometry from the OMol25 dataset. Energies are from ωB97M-V with the def2-TZVPD basis set.

Geometry as ORCA input:
```
! RIJCOSX wB97M-V def2-TZVPD def2/J DEFGRID3
* xyz 0 1
C -0.48 -0.71 -2.34
C 0.71 -0.60 -1.55
C 1.00 0.61 -0.85
C 2.16 0.84 -0.22
C 3.16 -0.12 -0.29
O 4.32 0.22 0.35
C 2.90 -1.44 -0.79
C 1.68 -1.66 -1.41
H -0.28 -0.80 -3.44
H -1.40 0.00 -2.25
H -1.05 -1.72 -2.22
H 0.26 1.21 -0.87
H 2.33 1.71 0.47
H 4.39 1.19 0.60
H 3.60 -2.27 -0.71
H 1.37 -2.66 -1.77
C -1.38 1.95 1.40
C -1.32 0.52 1.77
C -2.85 0.02 1.87
N -3.12 -0.91 0.87
O -3.68 0.20 2.71
H -2.41 2.20 1.07
H -0.59 2.15 0.60
H -1.02 2.59 2.26
H -0.87 -0.21 0.97
H -0.95 0.22 2.75
H -3.92 -1.52 0.86
H -2.55 -1.02 0.17
*
```

HOMO level in hartree: -0.3059
DFT total energy in Eh: -595.21230
E_LUMO in hartree: 0.0244

---

(11)
Here is a cluster of 2 separate species, C10H15NO2 in total at a distorted geometry from the OMol25 dataset. Energies are from ωB97M-V with the def2-TZVPD basis set.

Geometry as ORCA input:
```
! RIJCOSX wB97M-V def2-TZVPD def2/J DEFGRID3
* xyz 0 1
C 0.35 1.70 1.65
C 0.05 1.59 0.19
C 1.02 1.14 -0.71
C 0.78 1.03 -2.06
C -0.49 1.34 -2.55
O -0.79 1.22 -3.89
C -1.48 1.78 -1.70
C -1.17 1.94 -0.35
H 1.27 1.17 1.92
H -0.45 1.28 2.26
H 0.48 2.72 1.99
H 1.97 0.83 -0.31
H 1.55 0.71 -2.76
H -0.07 0.75 -4.34
H -2.45 2.06 -2.10
H -1.98 2.30 0.29
C -1.16 -2.07 2.11
C -0.42 -1.88 0.80
C 1.07 -1.90 0.99
N 1.76 -2.12 -0.18
O 1.62 -1.76 2.07
H -0.89 -1.33 2.87
H -1.01 -3.07 2.53
H -2.24 -2.02 1.97
H -0.66 -2.67 0.10
H -0.71 -0.93 0.35
H 2.76 -2.11 -0.17
H 1.30 -1.71 -0.98
*
```

HOMO level in hartree: -0.3184
DFT total energy in Eh: -595.30567
E_LUMO in hartree: 0.0220

---

(12)
Here is an isolated molecule of C10H15PSSi at a distorted geometry from the OMol25 dataset. Energies are from ωB97M-V with the def2-TZVPD basis set.

Geometry as ORCA input:
```
! RIJCOSX wB97M-V def2-TZVPD def2/J DEFGRID3
* xyz 0 1
C -0.29 0.03 3.73
C 0.25 -1.05 3.06
C -0.27 1.34 3.16
C 0.89 -0.86 1.88
C 0.39 1.51 1.97
C 0.79 0.38 1.32
C 1.56 -2.10 -1.51
C 1.31 -1.83 -2.93
C -0.70 2.32 -2.09
C -2.08 0.02 -0.88
Si -0.38 0.59 -1.49
P 1.49 0.64 -0.31
S -0.21 -0.78 -3.26
H -1.01 -0.31 4.51
H 0.46 -1.94 3.70
H -0.44 2.14 3.89
H 1.20 -1.75 1.32
H 0.34 2.52 1.54
H 0.86 -2.58 -0.97
H 2.61 -2.17 -1.05
H 2.27 -1.28 -3.23
H 1.31 -2.74 -3.60
H -0.89 2.95 -1.19
H -0.08 2.81 -2.80
H -1.75 2.34 -2.52
H -2.61 0.95 -0.52
H -2.76 -0.38 -1.68
H -2.24 -0.79 -0.05
*
```

HOMO level (alpha / beta) in hartree: -0.3023 / -0.3031
DFT total energy in Eh: -1418.96291
E_LUMO (alpha / beta) in hartree: -0.0070 / -0.0331

---

(13)
Here is a cluster of 2 separate species, C10H16 in total at a distorted geometry from the OMol25 dataset. Energies are from ωB97M-V with the def2-TZVPD basis set.

Geometry as ORCA input:
```
! RIJCOSX wB97M-V def2-TZVPD def2/J DEFGRID3
* xyz -1 2
C 0.85 0.58 -2.04
C 1.13 2.07 -1.82
C 0.04 0.26 -3.31
H 1.78 0.04 -2.06
H 0.27 0.25 -1.20
H 0.73 2.76 -2.57
H -0.30 -0.77 -3.22
H -0.83 0.92 -3.35
H 2.19 2.29 -1.78
H 0.74 2.42 -0.85
H 0.61 0.35 -4.24
C 1.97 0.16 1.50
C -1.87 0.29 1.39
C -0.47 0.64 1.51
C -2.14 -1.10 1.20
C 0.54 -0.24 1.22
C -1.12 -1.98 0.99
C 0.25 -1.60 0.88
H -2.52 1.07 1.76
H -0.20 1.65 1.81
H -3.18 -1.43 1.19
H -1.35 -3.03 0.84
H 2.67 -0.65 1.31
H 2.11 0.44 2.55
H 1.05 -2.28 0.60
H 2.27 1.02 0.89
*
```

HOMO level (alpha / beta) in hartree: 0.0270 / -0.1232
DFT total energy in Eh: -390.57198
E_LUMO (alpha / beta) in hartree: 0.1410 / 0.1393

---

(14)
Here is a cluster of 2 separate species, C10H16 in total at a distorted geometry from the OMol25 dataset. Energies are from ωB97M-V with the def2-TZVPD basis set.

Geometry as ORCA input:
```
! RIJCOSX wB97M-V def2-TZVPD def2/J DEFGRID3
* xyz -1 2
C -1.38 -2.48 -0.82
C -2.16 -1.19 -1.03
C -0.08 -2.54 -1.64
H -1.16 -2.59 0.24
H -2.01 -3.34 -1.06
H -2.23 -0.94 -2.10
H -1.67 -0.33 -0.59
H 0.11 -1.56 -2.09
H 0.79 -2.75 -1.02
H -3.21 -1.23 -0.73
H -0.16 -3.26 -2.46
C 2.77 1.39 -0.43
C -0.03 -0.09 1.68
C 1.19 0.06 1.04
C -1.02 0.90 1.60
C 1.45 1.22 0.23
C -0.86 1.94 0.63
C 0.36 2.07 -0.03
H -0.21 -0.98 2.28
H 1.90 -0.77 1.08
H -1.92 0.76 2.17
H -1.65 2.62 0.34
H 3.59 1.42 0.29
H 2.81 2.34 -0.98
H 0.46 2.83 -0.81
H 3.04 0.56 -1.12
*
```

HOMO level (alpha / beta) in hartree: 0.0322 / -0.1267
DFT total energy in Eh: -390.57815
E_LUMO (alpha / beta) in hartree: 0.1479 / 0.1421

---

(15)
Here is a cluster of 2 separate species, C10H16 in total at a distorted geometry from the OMol25 dataset. Energies are from ωB97M-V with the def2-TZVPD basis set.

Geometry as ORCA input:
```
! RIJCOSX wB97M-V def2-TZVPD def2/J DEFGRID3
* xyz 0 1
C -1.30 1.40 2.63
C -0.35 0.90 1.47
C -0.99 0.40 0.08
C -0.36 0.64 -1.13
C -0.83 -0.04 -2.26
C -1.92 -0.89 -2.14
C -2.71 -0.89 -0.94
C -2.29 -0.28 0.17
H -1.37 0.67 3.49
H -2.35 1.61 2.24
H -1.01 2.45 2.92
H 0.37 1.62 1.06
H 0.29 -0.03 1.86
H 0.49 1.37 -1.28
H -0.30 0.00 -3.21
H -2.11 -1.45 -2.99
H -3.69 -1.45 -0.85
H -2.77 -0.37 1.17
C 2.62 -1.41 -0.29
C 3.16 0.04 -0.36
H 2.20 -1.82 -1.17
H 3.34 -2.13 0.00
H 1.87 -1.50 0.50
H 4.20 0.21 0.02
H 2.67 0.62 0.36
H 3.17 0.35 -1.33
*
```

HOMO level in hartree: -0.3214
DFT total energy in Eh: -390.56629
E_LUMO in hartree: 0.0372

---

(16)
Here is a cluster of 2 separate species, C10H16 in total at a distorted geometry from the OMol25 dataset. Energies are from ωB97M-V with the def2-TZVPD basis set.

Geometry as ORCA input:
```
! RIJCOSX wB97M-V def2-TZVPD def2/J DEFGRID3
* xyz 0 1
C 2.84 -0.07 1.40
C 1.47 0.51 1.21
C 1.23 1.79 0.77
C -0.05 2.28 0.59
C -1.13 1.40 0.75
C -0.97 0.10 1.23
C 0.35 -0.30 1.38
H 3.12 -0.61 0.48
H 3.01 -0.73 2.25
H 3.52 0.79 1.59
H 2.09 2.46 0.66
H -0.22 3.33 0.37
H -2.16 1.65 0.54
H -1.73 -0.65 1.34
H 0.51 -1.35 1.61
C -2.22 -1.21 -1.26
C -0.76 -1.47 -1.65
C -0.44 -1.83 -3.08
H -2.28 -0.83 -0.24
H -2.84 -2.12 -1.27
H -2.76 -0.62 -2.00
H -0.26 -0.54 -1.38
H -0.33 -2.26 -1.01
H -0.89 -2.77 -3.42
H -0.62 -1.13 -3.90
H 0.65 -2.00 -3.26
*
```

HOMO level in hartree: -0.3322
DFT total energy in Eh: -390.60276
E_LUMO in hartree: 0.0358

---

(17)
Here is a cluster of 2 separate species, C10H16 in total from the OMol25 dataset. Energies are from ωB97M-V with the def2-TZVPD basis set.

Geometry as ORCA input:
```
! RIJCOSX wB97M-V def2-TZVPD def2/J DEFGRID3
* xyz 0 1
C 0.97 0.38 2.96
C 1.18 -0.31 1.63
C 0.15 -0.39 0.70
C 0.34 -1.03 -0.52
C 1.56 -1.60 -0.82
C 2.60 -1.53 0.10
C 2.40 -0.89 1.32
H 0.52 1.37 2.81
H 1.91 0.52 3.48
H 0.30 -0.20 3.59
H -0.80 0.06 0.93
H -0.48 -1.10 -1.23
H 1.73 -2.10 -1.77
H 3.56 -1.98 -0.12
H 3.22 -0.85 2.03
C -2.64 2.40 -0.79
C -2.03 1.56 -1.92
C -2.82 0.28 -2.18
H -2.78 1.78 0.10
H -3.61 2.79 -1.09
H -1.98 3.22 -0.54
H -1.99 2.16 -2.83
H -1.00 1.29 -1.66
H -2.80 -0.37 -1.30
H -3.86 0.54 -2.38
H -2.43 -0.28 -3.03
*
```

HOMO level in hartree: -0.3331
DFT total energy in Eh: -390.63329
E_LUMO in hartree: 0.0376